No. 1
The following is a DFT calculation (wB97M-V/def2-TZVPD) of CH22Na2O14 as an isolated structure in a non-equilibrium geometry.

Output
* total energy: -1428.58451 a.u.
* total charge: 0
* E_HOMO: -9.2 eV

Positions of all 39 atoms, in Å:
Na1 0.658 1.902 1.641
Na2 -2.028 1.397 0.881
O1 2.082 -0.494 -1.077
O2 0.823 -0.455 2.882
O3 2.805 0.953 1.022
O4 -2.250 -1.100 -1.461
O5 0.875 -0.140 0.754
O6 -0.826 -2.529 -0.099
O7 -0.134 -1.047 -2.189
O8 1.257 1.938 -1.550
O9 -1.701 -0.701 1.796
O10 -0.221 1.580 -0.001
O11 1.632 -2.123 0.685
O12 -0.767 3.576 -0.410
O13 -1.508 1.330 -2.001
O14 -0.915 -0.367 -0.291
C1 -0.080 0.394 0.114
H1 1.502 -1.084 3.127
H2 -2.172 1.923 -1.650
H3 1.145 -1.300 0.711
H4 -1.623 -2.613 0.424
H5 0.749 -0.541 1.932
H6 1.227 -2.663 1.365
H7 -0.188 2.819 -0.328
H8 -1.625 -0.778 -0.812
H9 -1.066 0.979 -1.227
H10 1.364 -0.437 -0.446
H11 0.750 1.678 -0.780
H12 -0.038 -0.788 -1.272
H13 2.043 0.426 0.780
H14 3.370 0.350 1.504
H15 2.742 -1.033 -0.641
H16 -0.609 -1.598 -0.058
H17 -1.080 -1.063 -2.335
H18 -3.071 -0.658 -1.245
H19 -1.627 3.201 -0.602
H20 -2.161 -1.508 1.566
H21 1.740 1.149 -1.796
H22 -1.072 -0.574 1.086

=====

No. 2
The following is a DFT calculation (wB97M-V/def2-TZVPD) of a 12-piece molecular cluster, CH23O14 overall in a non-equilibrium geometry.

Output
* total energy: -1105.37545 a.u.
* total charge: -1
* E_HOMO: -6.7 eV

Positions of all 38 atoms, in Å:
O1 2.032 -0.532 -2.763
O2 0.123 0.179 1.319
O3 3.174 0.837 0.438
O4 -0.065 -2.246 -3.026
O5 2.351 -0.358 2.675
O6 1.097 -1.487 0.295
O7 -0.698 -0.417 -0.594
O8 1.111 2.708 1.881
O9 -1.888 0.745 -2.575
O10 -2.223 -2.501 -1.393
O11 -3.043 -0.567 1.137
O12 -1.696 -0.486 3.895
O13 -1.328 2.204 0.257
O14 1.398 2.545 -0.897
C1 0.113 -0.580 0.376
H1 -1.951 -3.091 -0.674
H2 -2.118 1.609 -2.308
H3 -2.069 -0.458 1.231
H4 3.710 1.564 0.703
H5 -0.469 2.519 0.017
H6 1.806 1.873 -0.345
H7 -0.931 -2.407 -2.704
H8 -1.551 0.276 -1.818
H9 0.653 3.537 1.579
H10 -1.129 1.217 0.411
H11 0.624 1.921 1.693
H12 2.387 -1.285 2.888
H13 2.763 -1.086 -2.912
H14 2.848 0.379 1.214
H15 -1.745 -1.096 3.195
H16 -0.013 -2.444 -3.929
H17 0.912 -1.909 -0.569
H18 1.060 2.113 -1.678
H19 1.595 -0.351 2.066
H20 -3.557 0.020 0.586
H21 -2.547 -0.044 3.980
H22 -2.069 -1.689 -0.955
H23 1.331 -1.214 -2.693

=====

No. 3
The following is a DFT calculation (wB97M-V/def2-TZVPD) of CH25LiO12 as an isolated structure in a non-equilibrium geometry.

Output
* total energy: -963.39790 a.u.
* total charge: 0
* E_HOMO: -9.2 eV

Positions of all 39 atoms, in Å:
O1 1.848 -3.076 -0.485
O2 -1.274 -1.955 -2.704
O3 0.658 -1.459 2.955
O4 1.919 2.079 0.515
O5 -3.652 1.854 0.537
O6 -0.149 0.689 1.365
O7 1.241 4.025 2.486
O8 -0.205 2.955 -1.644
O9 -1.390 -3.170 2.659
O10 -1.077 -3.749 -0.020
O11 0.058 0.534 -3.339
O12 3.800 0.424 -0.423
C1 -0.505 0.093 0.021
Li1 -1.921 1.440 1.652
H1 -1.505 -3.023 1.707
H2 -0.528 -4.548 -0.327
H3 3.000 1.015 -0.236
H4 0.878 0.047 -3.411
H5 -2.078 -1.743 -2.188
H6 1.474 -1.740 2.741
H7 -0.137 2.037 -1.854
H8 2.172 -2.432 -0.930
H9 -4.369 2.185 1.016
H10 -0.577 -2.408 2.800
H11 1.126 3.211 3.055
H12 1.606 2.656 -0.134
H13 0.080 1.040 -4.075
H14 -0.753 -0.858 0.391
H15 3.705 -0.063 0.274
H16 0.889 -3.022 -0.267
H17 0.360 -0.568 2.445
H18 1.090 1.635 0.734
H19 -1.117 -1.021 -2.796
H20 -3.596 2.643 0.004
H21 1.098 3.366 1.627
H22 0.262 0.192 -0.812
H23 0.122 3.597 -2.320
H24 -1.071 -3.279 -0.818
H25 -1.482 0.397 -0.200

=====

No. 4
The following is a DFT calculation (wB97M-V/def2-TZVPD) of a 12-piece molecular cluster, CH25NO13 overall in a non-equilibrium geometry.

Output
* total energy: -1085.88360 a.u.
* total charge: 0
* E_HOMO: -7.5 eV

Positions of all 40 atoms, in Å:
O1 24.102 19.131 24.756
O2 20.053 14.747 29.863
O3 25.032 14.806 23.462
O4 25.086 15.305 27.334
O5 25.805 17.930 26.615
O6 24.517 12.586 27.547
O7 20.999 14.227 27.890
O8 18.829 16.780 26.629
O9 22.075 19.057 27.696
O10 18.987 15.049 24.235
O11 22.564 12.868 25.183
O12 20.253 17.865 24.513
O13 20.829 16.268 28.661
N1 22.575 16.147 25.911
C1 20.593 15.133 28.831
H1 18.224 15.090 23.744
H2 24.740 18.958 25.557
H3 25.171 11.916 27.249
H4 19.589 17.659 25.191
H5 22.645 12.118 24.493
H6 24.091 14.970 23.256
H7 24.346 18.526 24.139
H8 25.896 14.983 26.844
H9 19.019 15.763 25.058
H10 19.774 17.591 23.720
H11 23.359 15.392 25.902
H12 19.470 16.571 27.370
H13 22.496 16.362 26.908
H14 22.842 17.143 25.576
H15 26.220 18.212 27.498
H16 24.788 13.516 27.350
H17 21.708 15.639 25.644
H18 25.542 15.441 23.146
H19 23.135 12.622 26.059
H20 25.373 15.132 28.245
H21 17.880 16.504 26.896
H22 21.080 13.317 28.185
H23 22.664 18.601 28.260
H24 21.258 19.254 27.987
H25 25.627 16.998 26.978

=====

No. 5
The following is a DFT calculation (wB97M-V/def2-TZVPD) of CH25O14V as an isolated structure in a non-equilibrium geometry.

Output
* total energy: -2050.44490 a.u.
* total charge: 0
* E_HOMO: -10.1 eV

Positions of all 41 atoms, in Å:
V1 0.993 3.050 -0.308
O1 -4.182 0.303 -0.469
O2 2.271 0.391 -3.531
O3 1.061 -0.011 3.167
O4 -2.040 0.388 -2.541
O5 2.425 2.754 -0.843
O6 0.527 1.044 0.183
O7 -1.017 3.052 1.082
O8 -1.954 0.569 2.187
O9 -0.051 2.488 -2.120
O10 2.213 -2.657 2.805
O11 3.710 -0.145 -0.631
O12 0.716 -4.123 0.779
O13 0.693 4.600 -0.594
O14 -2.214 -3.496 0.169
C1 0.268 -0.251 -0.277
H1 1.933 0.216 2.819
H2 0.188 2.597 -3.046
H3 -1.564 -0.440 -2.387
H4 -2.986 -3.359 0.729
H5 -1.197 3.514 1.910
H6 -1.891 -0.009 2.956
H7 0.791 -1.013 0.331
H8 -0.830 1.898 -2.074
H9 -2.426 -3.047 -0.656
H10 2.185 -0.548 -3.728
H11 -0.080 -3.717 0.410
H12 -4.375 1.240 -0.363
H13 1.083 -3.470 1.395
H14 -1.006 2.106 1.347
H15 -1.566 0.067 1.457
H16 2.940 -2.736 3.429
H17 -2.107 0.466 -3.502
H18 0.658 -0.432 -1.299
H19 2.772 0.061 -0.521
H20 0.478 0.157 2.408
H21 1.971 0.483 -2.619
H22 4.108 0.101 0.209
H23 -3.416 0.272 -1.056
H24 1.725 -1.854 3.054
H25 -0.809 -0.509 -0.262

=====

No. 6
The following is a DFT calculation (wB97M-V/def2-TZVPD) of CH27MnO16 as an isolated structure in a non-equilibrium geometry.

Output
* total energy: -2408.91423 a.u.
* total charge: +1
* E_HOMO (spin up / spin down): -12.9 / -12.9 eV
* 2S+1: 6

Positions of all 45 atoms, in Å:
Mn1 0.118 2.570 -1.628
O1 -2.199 -1.421 -1.208
O2 -2.102 3.189 -1.760
O3 1.210 0.985 -0.331
O4 0.385 -1.893 3.612
O5 -3.207 0.875 0.443
O6 0.353 -0.642 -3.321
O7 3.152 -0.962 -1.140
O8 -0.919 0.856 -0.695
O9 -0.088 -0.549 0.784
O10 2.389 2.546 -2.271
O11 2.246 -2.100 1.314
O12 -2.367 -0.557 2.726
O13 -0.069 -3.588 0.907
O14 -2.876 0.714 -2.863
O15 0.241 0.698 3.427
O16 3.448 1.709 0.658
C1 0.109 0.483 -0.114
H1 3.905 1.959 -0.128
H2 -3.903 0.605 -0.165
H3 2.500 2.298 -3.266
H4 -3.004 -1.588 -0.703
H5 -2.462 0.017 1.985
H6 0.393 -0.932 3.498
H7 2.629 -0.177 -1.095
H8 0.700 -0.910 1.229
H9 0.241 -2.038 4.527
H10 3.161 3.105 -2.086
H11 3.169 -1.438 -0.306
H12 -1.572 -1.123 -0.510
H13 -2.909 3.393 -1.284
H14 0.560 -2.965 1.266
H15 -2.485 -1.458 2.441
H16 0.184 -3.449 0.012
H17 -0.618 0.636 3.066
H18 -2.311 2.327 -2.202
H19 0.129 0.869 4.379
H20 -2.357 0.861 0.008
H21 0.016 0.277 -3.361
H22 -2.937 0.312 -3.699
H23 2.541 -1.574 2.093
H24 2.917 -2.839 1.300
H25 1.310 -0.581 -3.546
H26 2.590 1.327 0.349
H27 -2.223 0.178 -2.358